# 1
Computed, not measured: a 3-piece molecular cluster, C5H16NO3 overall in a non-equilibrium geometry, with the ωB97M-V functional and the def2-TZVPD basis.

Atoms and positions in Å:
H1 3.1902 0.1201 -0.3297
N1 -0.2330 -0.4813 1.2937
H2 0.0108 -1.2142 0.6293
C1 0.6565 0.9641 -2.2611
C2 -1.1497 0.5873 0.7946
H3 0.4654 0.7998 -3.3087
O1 -2.6262 -0.7022 2.1622
C3 -2.5055 0.2781 1.4820
H4 1.4953 -3.4272 1.4604
H5 -1.1900 1.9347 -2.3237
H6 -2.4146 0.8812 -0.9254
H7 -0.2484 2.3468 -0.8303
H8 0.6766 -0.0688 1.4933
H9 3.2760 -1.4017 -0.4328
H10 1.5895 1.5319 -2.2741
H11 -3.2900 1.0280 1.3080
C4 -0.5468 1.5820 -1.5427
O2 1.4048 -2.5119 1.7610
O3 2.7006 -0.6868 -0.1372
H12 0.9359 -0.0056 -1.8422
H13 -1.3134 -0.4559 -1.1174
C5 -1.3927 0.5536 -0.7089
H14 2.1050 -2.3240 2.3901
H15 -0.8782 1.5750 1.1543
H16 -0.7180 -0.9029 2.1051

The value obtained for the gap between HOMO and LUMO is 11.48 eV. For the HOMO energy, the calculation gives -0.5315 Eh. As for the total charge: +1. The calculation puts the energy above the lowest of the compared OMol25 structures with the same formula, charge and spin at 136.98 kJ/mol. The LUMO energy comes out at -3.0 eV. The calculation puts the total energy at -13070.4418 eV.

These are the Mulliken partial charges, in e, on atoms 1 to 5:
1 H 0.295
2 N -0.299
3 H 0.358
4 C -1.133
5 C -0.098

# 2
Computed, not measured: a 4-piece molecular cluster, C5H16NO4 overall in a non-equilibrium geometry, with the ωB97M-V functional and the def2-TZVPD basis.

Atoms and positions in Å:
H1 2.3902 1.0916 1.0158
H2 -3.2090 -2.1963 -1.2692
O1 0.8577 2.6519 -1.2562
H3 -1.8427 -0.3333 2.4886
H4 0.1425 0.5894 2.1830
H5 -0.9599 -1.6498 1.4417
N1 0.5883 0.2753 0.1233
H6 1.0923 1.8359 -1.7800
O2 1.8617 -1.6740 2.0997
C1 1.8775 0.5022 0.2589
C2 -2.6942 -0.6309 0.4492
O3 1.6928 0.6404 -2.7900
H7 2.6310 0.8938 -2.8110
C3 -2.3197 -1.3917 -0.8798
H8 -0.0348 2.9449 -1.3955
H9 -2.9435 0.4862 0.2675
H10 2.5106 0.1316 -0.6477
H11 0.2031 -0.1914 -0.6972
H12 1.6088 -1.7787 1.2617
O4 -1.2363 -1.3834 -1.3716
H13 2.5279 -2.1181 2.4789
H14 1.5246 1.0585 -3.6411
H15 -3.5783 -1.2014 0.7182
C4 -1.4212 -0.6043 1.3251
H16 -0.9215 1.5167 1.1709
C5 -0.3480 0.5351 1.2569

The value obtained for the gap between HOMO and LUMO (spin up / spin down) is 8.08 / 4.05 eV. For the HOMO energy (spin up / spin down), the calculation gives -0.6424 / -0.6421 Eh. As for the total charge: +2. The expectation value of S² is 0.758. As for the spin multiplicity: 2. The calculation puts the energy above the lowest of the compared OMol25 structures with the same formula, charge and spin at 356.85 kJ/mol. The LUMO energy (spin up / spin down) comes out at -9.4 / -13.4 eV. The calculation puts the total energy at -15101.7850 eV.

These are the Mulliken partial charges, in e, on atoms 1 to 5:
1 H 0.269
2 H 0.403
3 O -0.632
4 H 0.375
5 H 0.457

# 3
Computed, not measured: a 3-piece molecular cluster, C5H16O2 overall in a non-equilibrium geometry, with the ωB97M-V functional and the def2-TZVPD basis.

Atoms and positions in Å:
H1 -1.5864 0.2401 0.5145
C1 -0.6080 -2.5539 1.2013
H2 4.1579 4.4009 -1.4048
H3 2.8116 1.2862 3.0559
H4 -1.3416 -3.6770 -0.5668
C2 -2.0106 -1.6143 -0.6179
C3 -1.9560 0.8705 -1.4767
H5 -0.4333 -0.2284 -0.5667
H6 -0.0240 -2.5476 -0.8418
H7 4.3886 5.9644 -1.2102
H8 -2.3246 -1.8912 -1.6454
H9 -1.4852 -2.2525 1.8200
C4 -1.5416 -0.2116 -0.4665
H10 -2.8150 -1.8432 0.0930
H11 0.0304 -1.6571 1.3068
H12 -1.4886 0.9271 -2.4520
H13 -1.8923 1.9088 -1.0759
H14 -0.1381 -3.3340 1.7897
H15 4.3267 1.2508 2.7721
O1 3.5241 1.7351 2.5542
H16 -3.0235 0.8342 -1.7064
C5 -0.9608 -2.7053 -0.2607
O2 4.3905 5.0979 -0.8158

The value obtained for the gap between HOMO and LUMO is 11.46 eV. For the HOMO energy, the calculation gives -0.3939 Eh. The SMILES is CCCCC.O.O. The calculation puts the energy above the lowest of the compared OMol25 structures with the same formula, charge and spin at 105.57 kJ/mol. The LUMO energy comes out at 0.7 eV. The calculation puts the total energy at -9538.7358 eV.

These are the Mulliken partial charges, in e, on atoms 1 to 5:
1 H 0.385
2 C -0.971
3 H 0.316
4 H 0.321
5 H 0.329

# 4
Computed, not measured: a 3-piece molecular cluster, C5H16O2 overall in a non-equilibrium geometry, with the ωB97M-V functional and the def2-TZVPD basis.

Atoms and positions in Å:
C1 1.8231 1.4104 -0.5418
H1 1.4685 2.9400 -2.0933
H2 2.9693 3.0940 -1.3211
C2 1.9325 2.8301 -1.1055
C3 1.1932 1.6207 1.9155
H3 -4.2167 -5.2421 -2.2251
O1 -3.8599 -5.1033 -3.1059
H4 -3.6340 -4.1685 -3.1160
O2 -3.5012 -2.7082 0.8288
H5 0.0805 -0.6737 -0.3705
H6 -3.7650 -2.6185 1.7506
H7 1.4954 2.6711 1.9925
H8 1.3809 -0.9031 0.8420
H9 2.7612 1.1690 -0.0428
H10 -0.2202 -0.5467 1.3824
C4 0.7326 1.2011 0.5218
H11 2.0528 1.0040 2.1660
H12 1.5402 3.5789 -0.4182
H13 -0.2483 1.5045 0.1314
H14 0.3755 1.5048 2.6274
H15 1.7209 0.6618 -1.3280
C5 0.4804 -0.3330 0.5772
H16 -2.5616 -2.8935 0.9324

The value obtained for the gap between HOMO and LUMO is 11.56 eV. For the HOMO energy, the calculation gives -0.4042 Eh. The SMILES is CCC(C)C.O.O. The calculation puts the energy above the lowest of the compared OMol25 structures with the same formula, charge and spin at 56.69 kJ/mol. The LUMO energy comes out at 0.6 eV. The calculation puts the total energy at -9539.2423 eV.

These are the Mulliken partial charges, in e, on atoms 1 to 5:
1 C -0.546
2 H 0.302
3 H 0.324
4 C -1.160
5 C -1.383

# 5
Computed, not measured: a 4-piece molecular cluster, C5H16O3 overall in a non-equilibrium geometry, with the ωB97M-V functional and the def2-TZVPD basis.

Atoms and positions in Å:
H1 0.2084 -2.6320 -2.4608
H2 0.7395 -0.4698 -2.7028
H3 -1.6369 -4.0613 0.5406
O1 -1.1007 3.6975 -1.5186
C1 0.6276 -0.7367 -1.6525
C2 -0.9759 -3.9704 -0.3284
H4 1.4716 -2.6348 -1.1194
C3 0.7483 0.1039 -0.6499
C4 -0.4250 -2.5458 -0.2988
H5 0.8915 -1.4776 3.6029
H6 0.7991 -0.1675 0.4085
O2 0.4920 -0.8155 4.1548
H7 -0.6545 3.3010 -0.7558
H8 -0.4477 4.3026 -1.8930
H9 0.3208 -1.0847 5.0603
H10 -1.3324 -1.9234 -0.2814
H11 -0.2544 5.7717 0.8189
H12 0.8129 1.1972 -0.6622
C5 0.5405 -2.2321 -1.5309
H13 -1.5276 -4.3298 -1.1975
H14 0.6664 4.6641 1.3813
H15 -0.1390 -4.7026 -0.3104
O3 0.2226 4.9618 0.5840
H16 0.1488 -2.2574 0.5837

The value obtained for the gap between HOMO and LUMO is 10.03 eV. For the HOMO energy, the calculation gives -0.3468 Eh. The SMILES is C=CCCC.O.O.O. The calculation puts the energy above the lowest of the compared OMol25 structures with the same formula, charge and spin at 142.04 kJ/mol. The LUMO energy comes out at 0.6 eV. The calculation puts the total energy at -11585.4277 eV.

These are the Mulliken partial charges, in e, on atoms 1 to 5:
1 H 0.404
2 H 0.277
3 H 0.341
4 O -0.639
5 C -0.003

# 6
Computed, not measured: C5H17BBrFNO2SSi2 as an isolated structure in a non-equilibrium geometry, with the ωB97M-V functional and the def2-TZVPD basis.

Atoms and positions in Å:
H1 2.2147 3.2309 -0.9597
H2 -0.1846 -0.9991 -1.8020
H3 4.8594 0.3874 -0.3405
Si1 1.7283 1.8464 -0.7280
Br1 3.3374 -3.6842 1.4157
H4 -0.4555 0.4355 1.8584
F1 3.4430 -0.4864 -1.4771
C1 2.9545 1.0133 0.4327
H5 -5.0109 -0.6040 1.6149
C2 -4.7905 -0.0019 0.7248
S1 0.1738 -1.1584 -0.5136
H6 -2.7067 -2.0467 -0.8367
H7 -4.8605 1.0489 1.0157
H8 -5.5751 -0.1894 -0.0170
H9 3.6231 1.7825 0.8358
B1 -2.5917 0.7810 0.0403
C3 4.0574 -1.2905 0.7010
H10 -3.3830 -0.7842 -1.8897
H11 -2.3389 2.6462 -0.3330
H12 3.1300 -1.6463 1.2038
H13 4.7872 -1.0044 1.4687
C4 -3.4830 -1.2813 -0.9162
O1 0.1881 1.9987 -0.0622
N1 -3.4461 -0.3703 0.2425
H14 2.4643 0.5526 1.2998
H15 1.6786 1.1847 -2.0378
O2 -3.0661 2.0114 -0.3488
C5 3.8640 -0.0619 -0.2046
H16 -4.4409 -1.8078 -0.9011
H17 4.4570 -2.1026 0.1124
Si2 -0.6273 0.6000 0.4013

The value obtained for the gap between HOMO and LUMO is 5.30 eV. For the HOMO energy, the calculation gives -0.1088 Eh. As for the total charge: -1. The LUMO energy comes out at 2.3 eV. The calculation puts the total energy at -111077.9621 eV.

These are the Mulliken partial charges, in e, on atoms 1 to 5:
1 H -0.299
2 H 0.151
3 H 0.210
4 Si 0.471
5 Br -0.881